{
  "formula": "C14H13N3OS6V",
  "method": "ωB97M-V with the def2-TZVPD basis set",
  "s_squared": 2.073,
  "spin_multiplicity": 3,
  "orbital_gap_ev": [6.2, 6.2],
  "e_above_lowest_kj_mol": 0.0,
  "total_energy_ev": -111942.4999,
  "total_charge": 1,
  "species": ["V", "O", "C", "S", "C", "C", "S", "S", "S", "C", "C", "C", "C", "N", "C", "S", "N", "C", "H", "H", "H", "H", "H", "H", "H", "H", "S", "C", "N", "C", "C", "C", "C", "H", "H", "H", "H", "H"],
  "positions_angstrom": [[-0.31210, 0.20430, 1.23463], [-0.09647, -6.11597, -0.17114], [-0.09226, -4.91937, -0.11391], [-1.56708, -3.91944, -0.27681], [-0.76655, -2.38335, -0.08198], [0.56541, -2.39365, 0.12936], [1.46989, -0.91956, 0.38286], [1.36780, -3.94208, 0.15348], [-1.69221, -0.89866, -0.18705], [-4.97028, -2.13594, 2.76530], [-3.96589, -1.03156, 2.73921], [-4.24704, 0.26351, 2.38049], [-3.20717, 1.16455, 2.23333], [-1.93196, 0.80716, 2.51491], [-1.67363, -0.44308, 2.95921], [-0.07075, -0.84764, 3.33738], [-2.69755, -1.34044, 3.04878], [-3.43829, 2.55653, 1.75619], [-5.98226, -1.74066, 2.80264], [-4.81227, -2.80236, 3.61532], [-4.85965, -2.72256, 1.84807], [-5.26509, 0.55327, 2.15716], [-2.45431, -2.29389, 3.27906], [-4.47629, 2.71781, 1.47808], [-2.78980, 2.77367, 0.90896], [-3.16326, 3.25480, 2.54945], [-0.07767, 2.22516, 0.04222], [1.64930, 2.44441, 0.10872], [2.34561, 2.27582, 1.25859], [3.69956, 2.32057, 1.37007], [4.45475, 2.57308, 0.27399], [3.79074, 2.80475, -0.93647], [2.41925, 2.74905, -1.01559], [1.81060, 2.09696, 2.08760], [4.10415, 2.15368, 2.35735], [5.53394, 2.59124, 0.34925], [4.36851, 3.02240, -1.82781], [1.89885, 2.90805, -1.94843]],
  "mulliken_spin": [2.17, 0.00, 0.00, 0.00, 0.02, 0.00, -0.10, 0.00, -0.11, 0.00, 0.00, 0.01, 0.00, 0.04, -0.02, -0.03, 0.02, 0.00, 0.00, 0.00, 0.00, 0.00, 0.00, 0.00, 0.00, 0.00, -0.02, 0.02, 0.00, 0.00, 0.00, 0.00, 0.01, 0.01, 0.00, 0.00, 0.00, 0.00]
}

***

{
  "formula": "C9H10LiN3O4S2",
  "method": "ωB97M-V with the def2-TZVPD basis set",
  "orbital_gap_ev": 5.7,
  "e_above_lowest_kj_mol": 30.4,
  "total_energy_ev": -44034.2824,
  "total_charge": -2,
  "species": ["Li", "N", "C", "S", "N", "N", "C", "C", "C", "C", "C", "C", "C", "O", "H", "H", "H", "H", "H", "H", "H", "C", "S", "O", "O", "O", "H", "H", "H"],
  "positions_angstrom": [[0.88828, -0.29717, 0.84871], [4.18975, 1.73495, -1.78110], [3.15929, 1.51761, -0.84890], [3.67851, 1.14958, 0.71585], [1.97032, 1.69227, -1.34205], [0.88976, 1.30723, -0.61290], [-0.23079, 1.75279, -1.05021], [-1.52429, 1.44063, -0.53021], [-2.63841, 1.84077, -1.26672], [-3.92954, 1.55890, -0.86875], [-4.11781, 0.86598, 0.32656], [-3.04855, 0.46935, 1.08640], [-1.69482, 0.70913, 0.70040], [-0.73482, 0.32561, 1.41894], [5.02446, 2.10052, -1.34492], [3.87420, 2.25866, -2.58691], [-0.21395, 2.43342, -1.92281], [-2.47559, 2.37437, -2.19967], [-4.77984, 1.85264, -1.47634], [-5.12609, 0.61964, 0.65067], [-3.19527, -0.08996, 2.00153], [1.78059, -4.21923, 1.17521], [0.73348, -2.69405, 1.35658], [1.34442, -1.95207, 2.44154], [-0.58271, -3.23762, 1.64164], [0.86343, -2.03884, 0.06153], [1.56979, -4.88348, 2.00418], [2.81868, -3.91802, 1.16978], [1.50752, -4.67361, 0.23197]],
  "lowdin_charge": [0.55, -0.03, -1.04, 0.37, -0.08, -0.05, -0.14, -0.17, -0.10, -0.17, -0.16, -0.04, -0.41, -0.14, 0.02, 0.05, 0.10, 0.09, 0.07, 0.08, 0.10, -0.16, 0.33, -0.38, -0.37, -0.42, 0.03, 0.04, 0.03]
}

***

{
  "formula": "C16H10BrCl4O4",
  "method": "ωB97M-V with the def2-TZVPD basis set",
  "orbital_gap_ev": 3.3,
  "e_above_lowest_kj_mol": 0.0,
  "total_energy_ev": -145076.6341,
  "total_charge": -1,
  "species": ["Cl", "C", "C", "Cl", "C", "O", "C", "Cl", "C", "Cl", "C", "O", "C", "C", "O", "C", "C", "C", "C", "C", "C", "Br", "C", "C", "O", "H", "H", "H", "H", "H", "H", "H", "H", "H", "H"],
  "positions_angstrom": [[-1.72628, -2.77168, 2.21052], [-0.31662, -2.74326, 1.24420], [-0.29228, -3.23792, -0.02531], [-1.70718, -3.77834, -0.80943], [0.95115, -3.21478, -0.85186], [0.94823, -3.43675, -2.05824], [2.19643, -2.88490, -0.09682], [3.65853, -3.01217, -0.96567], [2.15510, -2.39938, 1.17638], [3.56866, -2.05298, 2.06936], [0.87052, -2.09079, 1.85761], [0.80255, -1.38370, 2.86113], [4.64656, 3.39417, 2.12715], [3.81963, 2.79970, 3.23613], [2.61948, 2.29257, 2.62664], [1.74500, 1.79615, 3.55794], [0.48549, 1.47565, 2.93169], [-0.67362, 1.24752, 3.66563], [-0.67646, 0.80517, 5.03038], [-1.87582, 0.61436, 5.70643], [-3.09871, 0.91748, 5.07241], [-4.72243, 0.63159, 5.98659], [-3.12045, 1.35205, 3.73411], [-1.93831, 1.47970, 3.02762], [2.06919, 1.68724, 4.74256], [5.57464, 3.80028, 2.52679], [4.90278, 2.63185, 1.38566], [4.11381, 4.20156, 1.61384], [4.34632, 1.96716, 3.72046], [3.58010, 3.56122, 3.99189], [0.42666, 1.57583, 1.85356], [0.28740, 0.63774, 5.50837], [-1.86683, 0.22709, 6.71721], [-4.06831, 1.55921, 3.24476], [-1.91713, 1.80052, 1.98053]],
  "lowdin_charge": [0.75, -0.60, -0.62, 0.73, -0.44, 0.03, -0.62, 0.72, -0.60, 0.75, -0.43, 0.06, -0.09, -0.26, -0.05, -0.51, -0.04, -0.25, -0.02, -0.14, -0.74, 0.65, -0.16, -0.06, 0.02, 0.07, 0.07, 0.07, 0.12, 0.12, 0.10, 0.10, 0.09, 0.09, 0.10]
}

***

{
  "formula": "C9H8N2O3S",
  "method": "ωB97M-V with the def2-TZVPD basis set",
  "orbital_gap_ev": [7.1, 7.0],
  "e_above_lowest_kj_mol": 959.9,
  "total_energy_ev": -29409.7707,
  "species": ["C", "C", "C", "C", "C", "C", "C", "C", "C", "N", "N", "O", "O", "O", "S", "H", "H", "H", "H", "H", "H", "H", "H"],
  "positions_angstrom": [[-3.73939, -0.49698, -0.63636], [-1.60562, -0.64782, 0.00071], [-1.69354, 0.79837, 0.17045], [0.72080, 1.45429, -0.55753], [-0.57346, 1.75973, 0.07741], [-0.51328, -1.39470, 0.02755], [1.38651, 0.34344, -0.64296], [-1.05129, 1.23548, 1.47659], [3.60901, -0.41203, -0.29585], [-2.82525, -1.28744, -0.39058], [0.45389, -2.31619, 0.17954], [1.08632, -2.72405, -0.85857], [0.85163, -2.60481, 1.32472], [2.34320, -0.37399, -1.00573], [-3.36578, 1.22649, -0.42355], [-4.73412, -0.74446, -0.96319], [1.26982, 2.29996, -1.05788], [-1.10814, 2.62516, -0.19474], [-1.44334, 1.99148, 2.18276], [-0.57016, 0.46130, 1.96814], [3.99350, -1.35850, -0.47590], [3.37280, -0.29379, 0.71109], [4.13589, 0.45907, -0.61611]],
  "lowdin_charge": [-0.45, -0.28, -0.61, 0.00, -0.21, 0.12, -0.03, 0.00, 0.06, 0.04, -0.43, -0.03, -0.01, 0.01, 0.97, 0.08, 0.16, 0.11, 0.12, 0.09, 0.09, 0.09, 0.10]
}